1.
Below is a molecular structure, C42H42Br2F3N5O20P, with properties calculated with ωB97M-V/def2-TZVPD.

Summary:
- multiplicity = 1
- calculated total energy (hartree) = -9192.2452
- total charge = +1
- HOMO (eV) = -10.2689

Atoms and positions in Å:
C 1.621 0.554 -1.359
C 0.043 0.448 -0.888
C -1.025 0.797 -2.129
F -2.445 0.767 -1.703
N -0.634 2.095 -2.869
C -0.166 1.853 -4.295
C -1.357 1.194 -5.267
C -1.271 1.933 -6.765
O -2.726 1.503 -4.769
C -0.716 3.359 -2.267
N -0.314 4.585 -3.029
C 1.155 4.792 -3.192
C 1.683 5.165 -4.737
C 3.294 5.404 -5.086
C 4.460 5.253 -3.916
C 3.939 4.867 -2.410
C 2.338 4.651 -2.069
N -1.055 5.707 -2.784
C -0.250 6.971 -2.619
O -0.051 7.725 -3.736
F 0.305 7.523 -1.362
C -1.913 5.903 -4.049
O -3.030 6.656 -3.908
F -1.625 5.288 -5.365
N -1.268 3.401 -0.862
C -0.510 4.300 0.075
Br -1.935 5.318 1.124
C 0.388 3.527 1.219
C 1.062 4.744 2.148
Br -0.898 2.585 2.492
P -2.989 3.853 -0.789
N -3.817 2.615 0.254
O -3.734 3.823 -2.397
H 2.066 -0.550 -1.457
H 1.773 1.101 -2.384
H 2.296 1.110 -0.574
H -0.219 1.058 0.075
H -0.128 -0.698 -0.603
H -0.903 -0.139 -2.862
H 0.691 1.026 -4.275
H 0.213 2.790 -4.869
H -1.188 0.053 -5.477
H -2.394 1.914 -7.169
H -1.002 3.084 -6.674
H -0.601 1.346 -7.526
H -3.360 0.976 -5.362
H 0.928 5.255 -5.626
H 3.567 5.686 -6.207
H 5.582 5.417 -4.221
H 4.762 4.718 -1.563
H 2.069 4.354 -0.971
H 0.096 5.132 -0.480
H 1.198 2.797 0.776
H 2.052 4.417 2.680
H 1.158 5.740 1.516
H 0.296 5.009 3.024
H -4.842 2.807 0.119
H -3.607 2.903 1.251
H -3.551 2.891 -2.717
C 2.893 -5.041 1.505
C 3.179 -3.744 1.375
C 2.927 -3.020 0.098
O 3.182 -1.824 0.014
C 2.376 -3.786 -1.031
C 2.093 -5.084 -0.902
C 2.320 -5.800 0.383
O 2.033 -6.989 0.477
O 1.577 -5.810 -1.960
O 3.721 -3.024 2.424
H 3.070 -5.579 2.427
H 2.214 -3.252 -1.959
H 1.457 -6.722 -1.616
H 3.835 -2.111 2.081
C 5.722 -7.654 3.104
C 6.540 -8.600 2.639
C 6.134 -10.032 2.620
O 6.900 -10.877 2.169
C 4.809 -10.380 3.156
C 3.992 -9.434 3.624
C 4.388 -7.999 3.618
O 3.609 -7.150 4.038
O 2.747 -9.754 4.132
O 7.797 -8.283 2.157
H 6.004 -6.608 3.122
H 4.533 -11.427 3.152
H 2.349 -8.899 4.405
H 8.192 -9.138 1.879
C -8.064 1.629 0.745
C -7.246 0.682 0.280
C -7.653 -0.750 0.261
O -6.887 -1.595 -0.190
C -8.978 -1.098 0.797
C -9.794 -0.152 1.265
C -9.398 1.283 1.259
O -10.178 2.132 1.679
O -11.040 -0.472 1.773
O -5.990 0.999 -0.202
H -7.783 2.674 0.763
H -9.253 -2.145 0.794
H -11.438 0.383 2.046
H -5.594 0.145 -0.480
C 2.500 -1.121 6.038
C 1.671 -1.129 7.084
C 0.194 -1.098 6.901
O -0.543 -1.125 7.881
C -0.329 -1.028 5.528
C 0.500 -1.016 4.482
C 1.976 -1.076 4.665
O 2.712 -1.082 3.683
O 0.015 -0.948 3.189
O 2.156 -1.169 8.379
H 3.576 -1.145 6.157
H -1.404 -0.988 5.409
H 0.810 -0.955 2.612
H 1.361 -1.168 8.955

***

2.
Below is a molecular structure, C42H42BrGaN5O3S2Te, with properties calculated with ωB97M-V/def2-TZVPD.

Summary:
- energy relative to the best compared isomer or geometry (same formula, charge and spin) (kcal per mole) = 0.4
- multiplicity = 2
- calculated total energy (hartree) = -7688.4218
- total charge = 0
- HOMO (spin up / spin down) (eV) = -7.2134 / -7.8805

Atoms and positions in Å:
Ga -1.412 1.181 -0.690
C -0.226 2.927 2.785
C -1.225 1.840 2.819
N -1.520 1.061 1.832
C -2.467 0.138 2.153
C -2.931 0.225 3.435
S -2.143 1.498 4.268
C -2.848 -0.841 1.165
C -3.539 -1.991 1.415
S -3.735 -2.895 -0.024
C -2.907 -1.653 -0.899
N -2.497 -0.672 -0.145
C -2.779 -1.739 -2.362
H 0.578 2.642 2.104
H 0.175 3.124 3.778
H -0.695 3.845 2.422
H -3.687 -0.363 3.911
H -3.920 -2.344 2.349
H -3.216 -2.661 -2.738
H -1.725 -1.684 -2.644
H -3.296 -0.888 -2.810
C -2.601 2.877 -0.328
C -2.020 4.070 -0.988
C -2.600 4.638 -2.123
C -2.075 5.772 -2.706
C -0.945 6.381 -2.157
C -0.324 5.802 -1.047
C -0.855 4.661 -0.489
C -0.442 7.586 -2.695
N -0.040 8.578 -3.109
H -3.592 2.670 -0.740
H -2.707 3.055 0.742
H -3.485 4.182 -2.544
H -2.530 6.196 -3.590
H 0.572 6.255 -0.645
H -0.360 4.197 0.352
C 1.364 2.420 -1.853
C 1.433 1.507 -0.646
O 2.532 1.388 -0.051
N 0.393 0.822 -0.261
Te 1.354 -0.332 1.571
C 2.644 -1.318 3.110
C 3.663 -2.234 2.863
C 4.082 -2.525 1.454
C 4.320 -2.846 3.929
C 4.004 -2.540 5.242
C 4.676 -3.203 6.406
C 3.046 -1.562 5.474
C 2.383 -0.938 4.433
C 1.409 0.160 4.736
C 0.887 -2.148 0.544
C 0.069 -3.077 1.191
C -0.371 -2.875 2.609
C -0.335 -4.220 0.514
C 0.037 -4.454 -0.802
C -0.425 -5.670 -1.548
C 0.860 -3.529 -1.421
C 1.303 -2.384 -0.768
C 2.206 -1.464 -1.522
H 2.158 3.161 -1.817
H 0.388 2.904 -1.902
H 1.500 1.801 -2.737
H 3.760 -1.709 0.804
H 3.642 -3.457 1.096
H 5.166 -2.617 1.389
H 5.109 -3.560 3.727
H 5.447 -3.896 6.080
H 3.935 -3.751 6.988
H 5.129 -2.459 7.062
H 2.835 -1.276 6.495
H 1.371 0.359 5.805
H 0.406 -0.107 4.404
H 1.714 1.063 4.206
H -0.662 -1.836 2.772
H 0.449 -3.097 3.291
H -1.208 -3.524 2.853
H -0.952 -4.945 1.028
H -1.187 -6.206 -0.989
H 0.411 -6.346 -1.728
H -0.835 -5.386 -2.516
H 1.182 -3.699 -2.440
H 3.019 -2.015 -1.995
H 2.631 -0.699 -0.877
H 1.637 -0.971 -2.311
Br -0.318 -0.061 -8.730
C -1.066 0.860 -7.247
C -1.902 1.951 -7.454
N -2.473 2.599 -6.458
C -2.234 2.205 -5.220
C -1.402 1.133 -4.908
C -0.808 0.436 -5.957
C -1.145 0.708 -3.489
O -0.336 -0.175 -3.251
O -1.848 1.300 -2.593
H -2.119 2.307 -8.452
H -2.728 2.766 -4.438
H -0.179 -0.415 -5.748

***

3.
Below is a molecular structure, C42H42Cl2InN4PS, with properties calculated with ωB97M-V/def2-TZVPD.

Summary:
- energy relative to the best compared isomer or geometry (same formula, charge and spin) (kcal per mole) = 4.3
- multiplicity = 1
- calculated total energy (hartree) = -3694.3171
- total charge = +2
- HOMO (eV) = -12.7751

Atoms and positions in Å:
In -0.177 0.209 -0.300
C 0.957 6.383 -2.434
C -0.043 5.428 -2.573
C 0.021 4.253 -1.841
C 1.076 4.033 -0.957
C 2.079 4.993 -0.824
C 2.017 6.163 -1.565
P 1.078 2.518 0.017
C 2.805 2.132 0.414
C 3.153 1.718 1.698
C 4.460 1.337 1.976
C 5.424 1.374 0.980
C 5.084 1.800 -0.298
C 3.782 2.172 -0.581
C 0.300 2.862 1.611
C 0.367 4.122 2.153
C -0.129 4.383 3.443
C -0.659 3.364 4.178
C -0.759 2.053 3.651
C -1.321 1.011 4.429
C -1.450 -0.243 3.914
C -1.045 -0.501 2.587
C -0.471 0.464 1.800
C -0.301 1.779 2.336
H 0.910 7.300 -3.006
H -0.869 5.599 -3.251
H -0.747 3.495 -1.970
H 2.909 4.827 -0.148
H 2.798 6.905 -1.459
H 2.415 1.699 2.490
H 4.721 1.021 2.977
H 6.443 1.087 1.202
H 5.840 1.854 -1.071
H 3.536 2.519 -1.578
H 0.812 4.931 1.590
H -0.070 5.383 3.848
H -1.020 3.543 5.183
H -1.650 1.235 5.436
H -1.884 -1.038 4.506
H -1.225 -1.495 2.195
Cl -0.136 -2.904 0.129
C 1.436 -2.950 0.987
Cl 2.428 -1.536 0.672
H 1.951 -3.835 0.635
H 1.205 -2.992 2.044
C -4.264 -2.217 -3.566
C -2.754 -2.310 -3.561
N -2.186 -1.423 -2.537
C -2.851 -0.342 -2.011
N -2.250 0.317 -1.031
C -2.944 1.475 -0.453
C -4.445 1.292 -0.490
C -4.859 1.058 -1.927
N -4.042 -0.007 -2.523
C -4.632 -0.750 -3.642
H -4.683 -2.661 -2.660
H -4.672 -2.751 -4.423
H -2.363 -2.023 -4.540
H -2.408 -3.322 -3.354
H -1.597 -1.877 -1.860
H -2.674 2.384 -1.007
H -2.593 1.605 0.573
H -4.947 2.174 -0.094
H -4.734 0.439 0.127
H -4.772 1.971 -2.522
H -5.896 0.729 -1.977
H -4.293 -0.318 -4.589
H -5.710 -0.611 -3.590
N 0.669 -0.501 -2.100
S 2.080 0.009 -2.695
C 2.963 -1.456 -3.211
C 2.469 -2.717 -2.925
C 3.209 -3.826 -3.313
C 4.422 -3.664 -3.962
C 4.910 -2.390 -4.230
C 4.183 -1.274 -3.852
C 1.736 0.794 -4.253
C 1.789 2.181 -4.273
C 1.469 2.850 -5.445
C 1.109 2.132 -6.575
C 1.068 0.742 -6.546
C 1.385 0.062 -5.383
H 0.030 -0.884 -2.789
H 1.529 -2.827 -2.401
H 2.834 -4.820 -3.105
H 4.994 -4.531 -4.262
H 5.859 -2.267 -4.733
H 4.557 -0.279 -4.063
H 2.078 2.736 -3.388
H 1.514 3.931 -5.473
H 0.870 2.655 -7.491
H 0.802 0.190 -7.437
H 1.381 -1.021 -5.357

***

4.
Below is a molecular structure, C42H42GeN5O4Y, with properties calculated with ωB97M-V/def2-TZVPD.

Summary:
- multiplicity = 2
- calculated total energy (hartree) = -4314.9269
- total charge = +3
- HOMO (spin up / spin down) (eV) = -15.0771 / -15.1485

Atoms and positions in Å:
Y -0.356 1.417 -1.239
O -1.688 2.222 -3.192
C -2.524 3.386 -3.051
C -2.443 3.950 -1.667
C -2.936 5.221 -1.445
C -2.929 5.735 -0.162
C -2.454 4.946 0.880
C -1.988 3.692 0.583
N -1.957 3.194 -0.673
H -1.445 2.147 -4.119
H -3.554 3.096 -3.251
H -2.235 4.148 -3.771
H -3.329 5.799 -2.275
H -3.297 6.737 0.028
H -2.453 5.298 1.905
H -1.657 3.031 1.370
C -4.949 -0.100 -5.258
C -3.634 -0.305 -5.679
C -2.634 -0.517 -4.741
C -2.950 -0.539 -3.376
C -4.266 -0.325 -2.956
C -5.266 -0.119 -3.904
Ge -1.580 -0.955 -2.110
C -2.289 -1.023 -0.315
C -2.215 -2.210 0.413
C -2.768 -2.267 1.690
C -3.363 -1.141 2.255
C -3.425 0.049 1.541
C -2.893 0.103 0.257
C -0.629 -2.536 -2.606
C -1.281 -3.459 -3.430
C -0.663 -4.671 -3.725
C 0.608 -4.946 -3.230
C 1.264 -4.022 -2.422
C 0.648 -2.820 -2.106
H -5.730 0.066 -5.992
H -3.396 -0.312 -6.738
H -1.617 -0.703 -5.076
H -4.525 -0.353 -1.904
H -6.294 0.013 -3.585
H -1.762 -3.096 -0.027
H -2.749 -3.201 2.243
H -3.801 -1.198 3.245
H -3.915 0.916 1.971
H -3.021 1.016 -0.316
H -2.266 -3.245 -3.835
H -1.173 -5.397 -4.347
H 1.094 -5.882 -3.485
H 2.260 -4.239 -2.052
H 1.163 -2.099 -1.479
C 5.207 4.165 -0.796
N 3.856 3.659 -1.084
C 2.836 4.370 -1.855
C 1.718 3.360 -1.799
O 0.575 3.432 -2.286
N 2.081 2.272 -1.100
C 3.361 2.495 -0.692
N 4.025 1.619 0.041
H 5.339 5.110 -1.312
H 5.968 3.477 -1.162
H 5.341 4.336 0.272
H 3.149 4.567 -2.880
H 2.545 5.314 -1.395
H 3.610 0.715 0.204
H 5.007 1.736 0.230
C 4.311 -0.952 4.077
O 3.324 -1.769 3.430
C 3.029 -2.948 4.019
C 3.694 -3.446 5.130
C 3.366 -4.693 5.645
C 2.379 -5.467 5.052
C 1.714 -4.968 3.953
C 2.012 -3.708 3.453
N 1.286 -3.317 2.268
C 0.895 -2.189 1.768
C 0.869 -0.883 2.341
C 0.969 -0.621 3.721
C 0.853 0.657 4.213
C 0.670 1.716 3.314
C 0.552 1.469 1.961
C 0.604 0.164 1.449
O 0.444 -0.056 0.153
H 4.314 -0.005 3.548
H 5.298 -1.413 4.022
H 4.050 -0.767 5.121
H 4.486 -2.870 5.593
H 3.899 -5.065 6.512
H 2.132 -6.448 5.441
H 0.932 -5.558 3.477
H 1.025 -4.116 1.710
H 0.470 -2.284 0.774
H 1.106 -1.450 4.409
H 0.905 0.844 5.278
H 0.625 2.734 3.686
H 0.433 2.282 1.254